# C22H52BrO13S

A cluster of 10 separate species, C22H52BrO13S in total (wB97M-V/def2-TZVPD, OMol25).

The max |F| is 5.68 eV/A. Its charge is +1. Its orbital gap is 5.432 eV. Its lowest unoccupied orbital energy is -6.22 eV.

```
89
Properties=species:S:1:pos:R:3:forces:R:3
Br 3.374580 -0.751516 -0.146553 -0.3 1.6 0.6
S 2.912076 1.047693 1.128717 -0.8 0.0 0.6
O -4.582128 0.964755 5.444023 0.1 -0.2 0.0
O 1.526385 1.923293 -1.381568 -1.6 -2.0 4.8
O 0.236354 -2.951112 -3.458733 0.0 -0.1 0.1
O -4.480180 -1.940730 -5.182470 -0.1 0.2 0.1
O 1.293018 -5.359600 -0.977442 0.3 0.4 0.3
O -5.916284 5.183323 1.284225 0.4 0.1 0.1
O 1.247752 1.367722 0.927776 2.3 -0.9 -1.8
O -4.919454 0.537519 1.106351 0.1 -0.6 -0.1
O 6.287154 0.764107 -3.021274 0.0 0.1 4.8
O -1.587307 -3.951151 0.986449 0.2 0.2 -0.3
O 6.784316 -0.608270 -1.253021 0.3 2.7 -0.2
O 6.260692 -3.107408 1.474172 0.0 0.2 -0.1
O -3.021381 5.983336 4.036589 0.1 -0.1 -0.2
C 6.400308 0.668912 -1.773820 0.3 -0.5 -3.5
C 0.889096 1.340116 -0.465590 -1.0 0.9 -5.5
C 5.199612 -3.414753 2.367484 0.0 -0.1 -0.3
C -2.210210 -3.857131 2.260816 0.2 0.0 0.1
C 0.433151 -6.197664 -1.737901 -0.1 0.1 -0.2
C -0.693915 -0.945668 -0.710118 -2.8 2.5 -1.8
C 6.170271 1.934792 -0.814234 0.2 -0.1 -0.3
C 1.536144 -2.422677 -3.255830 -0.4 0.1 -0.2
C -5.065390 1.936367 0.999247 0.0 0.1 -0.2
C -3.061094 -0.612542 -2.054604 3.2 2.0 1.1
C -3.269883 -2.596433 -5.535108 -0.2 0.0 -0.2
C 8.645916 -2.093636 -0.646783 -0.3 0.7 -0.8
C 3.914544 2.511582 0.573045 0.3 1.7 -1.7
C -3.877586 6.314921 5.120332 -0.1 -0.1 -0.2
C -7.329783 5.161020 1.136893 0.0 0.2 0.0
C -4.725018 2.371927 5.326017 0.1 -0.2 -0.2
C -1.466966 1.490496 -1.708828 -0.8 -3.4 0.1
C -2.035388 -1.518054 -1.284400 0.3 3.2 -0.8
C -2.782642 0.920115 -2.280494 3.2 -2.5 2.3
C -0.443601 0.570086 -0.943630 -2.2 -0.7 -0.1
C 8.264816 -0.651490 -1.284965 0.9 -1.0 0.7
C 4.615734 2.351144 -0.858584 0.5 0.7 -0.8
H 8.016898 -2.859693 -1.239611 1.0 1.1 1.1
H -4.679662 0.218646 0.224488 0.0 -0.1 0.4
H 0.067755 -1.595290 -0.139573 -1.5 1.1 -1.1
H -5.854407 2.166591 0.278899 0.0 0.3 0.1
H -7.691496 4.158253 1.365651 0.1 0.1 0.0
H 1.639804 -1.482579 -3.803292 0.3 0.0 0.1
H -3.473903 1.623639 -2.850626 1.0 -1.3 0.9
H 5.587441 -3.421687 3.386163 0.0 0.0 -0.2
H 4.792444 -4.400210 2.128930 -0.2 0.0 0.2
H -3.491695 -3.585123 -5.943875 0.2 0.0 0.0
H 4.568938 3.393468 -1.358671 -0.1 -1.7 0.9
H 9.752532 -2.329844 -0.839384 -1.7 0.4 0.4
H -0.641962 -3.805905 1.120328 -0.2 -0.3 -0.1
H -0.393056 -2.297178 -3.122656 0.1 -0.2 -0.1
H -2.729043 -2.000156 -6.274112 0.2 -0.1 0.0
H -5.335465 2.346370 1.972640 0.0 -0.1 -0.1
H -3.268475 6.548632 5.993766 0.0 0.0 -0.2
H 6.778961 2.795455 -1.289184 -0.9 -1.5 0.8
H -4.344120 0.627728 4.570463 -0.1 0.0 0.2
H -1.802587 -4.620869 2.927370 -0.2 0.1 0.1
H 0.266008 -7.123371 -1.187023 0.1 0.2 0.0
H 6.542702 1.782038 0.256091 -0.5 -0.1 -1.6
H -3.586142 5.781353 3.279084 0.2 0.0 0.2
H 2.271260 -3.138630 -3.625544 -0.1 0.0 0.0
H -3.281664 -4.017859 2.141358 0.1 0.0 -0.1
H -4.021262 -1.026964 -2.501741 1.5 0.3 0.7
H -7.597300 5.415669 0.108519 -0.2 0.0 0.1
H 8.628206 -0.540310 -2.366980 -0.6 -0.2 1.6
H -2.316951 -2.620971 -1.184744 0.7 1.8 0.1
H 1.700354 -2.253563 -2.186991 0.2 0.1 0.1
H -3.778768 2.810379 4.997409 -0.1 0.3 0.0
H -4.118714 2.375106 0.672812 -0.1 0.3 0.0
H -4.994923 2.782105 6.299563 0.0 -0.1 -0.1
H -2.655214 -2.705983 -4.640867 -0.1 0.0 0.0
H -2.038954 -2.863568 2.682904 -0.2 0.0 0.2
H 8.387072 -2.107836 0.473696 0.4 -0.1 -1.9
H -0.522820 -5.693526 -1.897460 -0.1 -0.2 -0.1
H -5.622316 6.079545 1.076573 0.0 -0.2 0.0
H -7.783939 5.875063 1.828059 -0.2 -0.1 -0.1
H 3.182145 3.405808 0.499940 0.7 -1.8 0.2
H -4.526468 5.465378 5.348015 -0.1 0.1 0.2
H -5.004008 -1.856581 -5.989299 0.0 0.0 0.3
H -1.237639 2.590012 -1.878435 -0.2 -1.7 0.4
H 0.900563 -6.427067 -2.698375 -0.2 -0.1 0.0
H -4.481825 7.186642 4.856901 -0.1 0.0 0.2
H 4.081270 1.645529 -1.582744 0.4 1.1 1.3
H 1.423579 -4.549896 -1.487782 -0.1 -0.3 0.0
H 5.893225 -3.107599 0.580979 0.3 0.0 0.1
H 4.416495 -2.655374 2.284111 -0.2 -0.1 0.2
H 8.685534 0.212835 -0.644327 -0.6 -1.3 -1.0
H -5.514410 2.601420 4.605140 0.0 0.3 0.0
H 4.682259 2.836550 1.377249 -1.4 -1.3 -0.9
```
Forces are in eV/Å.

---

# C14H37ClFN4O6S

A cluster of 4 separate species, C14H37ClFN4O6S in total (wB97M-V/def2-TZVPD, OMol25).

The max |F| is 2.83 eV/A. Its charge is +1. Its orbital gap is 5.876 eV. Its lowest unoccupied orbital energy is -5.31 eV.

```
64
Properties=species:S:1:pos:R:3:forces:R:3
Cl 2.484860 -1.984485 -2.785280 -0.4 -0.2 -0.3
S 1.787007 0.108219 -0.956171 -2.8 -0.1 -0.2
F 2.484694 0.730040 0.246775 0.8 -0.1 -0.3
O 1.295117 1.121626 -1.799560 0.8 0.1 0.0
O 0.995878 -0.967808 -0.521228 0.6 0.0 0.3
O 1.106130 6.184408 0.036806 -0.1 0.0 0.1
O 6.607360 -0.311632 -1.016357 0.2 -0.1 0.1
O -2.357939 -5.489228 -3.671938 0.0 0.0 0.1
O -2.651807 -2.009396 1.949652 0.0 0.0 0.0
N -0.001065 -3.965154 -4.242095 0.2 0.1 0.1
N 3.149256 -0.645618 -1.892288 0.7 0.0 0.4
N -0.405109 -0.458789 2.876381 0.0 0.0 -0.2
N 0.881958 3.445799 0.877232 0.1 -0.1 -0.2
C 5.488181 -0.027045 -1.280417 0.0 0.1 -0.1
C -2.842235 -5.457283 -2.340603 0.0 -0.1 0.0
C 4.357411 -1.024052 -1.064752 0.1 0.0 0.3
C 0.583376 7.168384 0.914745 -0.1 0.0 -0.1
C -3.355752 -2.754554 2.928223 0.0 -0.1 -0.1
C -1.308145 -3.299771 -4.143018 0.0 0.0 0.2
C -2.171017 -0.151039 4.522993 0.0 0.1 0.0
C -1.774998 0.031656 3.062400 0.0 -0.1 0.2
C -1.395716 -2.565808 -2.808450 0.0 0.1 0.0
C 1.562735 4.708145 2.843690 0.1 0.0 0.1
C 2.244140 5.494923 0.498515 0.2 -0.1 -0.1
C -2.460045 -4.280519 -4.391007 -0.1 0.0 -0.2
C -2.753385 -0.604233 2.066452 0.0 0.1 -0.1
C 1.939073 4.308629 1.422098 -0.2 0.1 0.2
H -2.441020 -4.565399 -5.445737 0.0 0.0 0.0
H -2.522023 -0.215576 1.070023 0.0 0.0 0.0
H -0.136540 6.743857 1.617789 0.0 0.0 0.1
H -2.071248 -5.140458 -1.633456 0.0 0.1 0.0
H 0.085862 4.042986 0.667871 -0.1 0.0 0.1
H 2.949802 6.188943 0.972732 0.0 0.0 0.1
H 4.670554 -2.035699 -1.302897 -0.1 0.0 -0.2
H -3.711332 -4.799951 -2.248316 0.0 0.0 0.0
H 2.857999 3.713705 1.482573 0.0 0.0 0.0
H 1.380797 7.670454 1.469231 0.0 0.0 0.0
H -3.787279 -0.314383 2.293268 0.0 0.0 0.1
H 2.731403 5.107787 -0.402417 0.0 0.0 0.0
H 1.173245 3.111459 -0.037596 0.0 0.1 0.0
H -0.710979 -1.715248 -2.802288 0.0 0.0 0.0
H -1.594353 0.524600 5.153025 0.0 0.0 0.0
H -1.357472 -2.546406 -4.934303 0.0 0.0 -0.1
H 0.548194 5.101381 2.896829 0.0 0.0 0.0
H -0.024402 -4.773001 -3.624262 0.0 0.0 0.0
H 0.104414 -4.365370 -5.169775 0.1 0.1 0.0
H -0.440606 -1.474692 2.907872 0.0 0.0 0.1
H 3.414665 0.049708 -2.602244 -0.1 0.1 0.0
H -4.287779 -2.258318 3.212063 0.0 0.0 0.0
H -3.428983 -3.801065 -4.203996 0.0 0.0 0.1
H -1.771750 1.105788 2.854321 0.0 0.0 -0.1
H -3.143305 -6.470413 -2.080321 0.0 0.0 0.0
H -0.115024 -0.249864 1.926132 0.0 0.1 0.0
H -3.229155 0.066984 4.675370 0.0 0.0 0.0
H -1.125313 -3.207802 -1.969822 0.0 0.0 0.0
H -2.401095 -2.182782 -2.632443 0.0 0.0 0.0
H -2.750686 -2.926158 3.821241 0.0 0.0 0.0
H 5.199631 0.974306 -1.659919 0.0 0.1 -0.1
H 1.607870 3.840946 3.501372 0.0 0.0 0.0
H -3.596424 -3.722625 2.490895 0.0 0.0 0.0
H -1.976041 -1.164636 4.872960 0.0 0.0 0.0
H 4.097311 -0.988436 -0.007018 -0.2 -0.1 0.0
H 0.066098 7.905880 0.303887 0.0 0.0 0.0
H 2.245001 5.464082 3.234560 0.0 0.0 0.0
```
Forces are in eV/Å.

---

# C4H6N2O

A cluster of 2 separate species, C4H6N2O in total (wB97M-V/def2-TZVPD, OMol25).

The max |F| is 0.61 eV/A. The relative energy (zero: lowest compared OMol25 entry of this formula, charge and spin) comes out at 2.0230 eV. Its orbital gap is 8.832 eV. Its lowest unoccupied orbital energy is -0.30 eV.

```
13
Properties=species:S:1:pos:R:3:forces:R:3
O -1.422274 -1.356377 -0.017908 0.4 0.4 0.1
N -1.682996 1.122481 1.546664 0.4 0.1 -0.1
N 0.711143 -0.534377 -0.408126 0.0 -0.1 0.0
C 1.414023 0.612179 -0.042466 -0.1 0.1 0.1
C 0.684981 1.429794 0.736206 0.1 0.0 -0.1
C -0.628184 0.797112 0.918596 -0.3 0.1 0.1
C -0.568260 -0.515974 0.127352 -0.3 -0.4 -0.1
H -1.551481 2.024239 2.012223 0.0 -0.1 0.0
H 2.431256 0.743345 -0.391906 -0.2 0.0 0.1
H 1.050244 -1.271695 -1.004677 0.0 0.1 0.1
H 1.005650 2.375686 1.150803 -0.1 -0.1 -0.1
H -0.878437 -2.571274 -2.005915 0.0 -0.1 -0.1
H -0.565661 -2.855136 -2.620848 0.0 0.0 0.0
```
Forces are in eV/Å.

---

# C19H18N2S7Ti

A structure of composition C19H18N2S7Ti (wB97M-V/def2-TZVPD, OMol25).

The max |F| is 0.52 eV/A. Its charge is -1. As for the spin multiplicity: 2. Its orbital gap (spin up / spin down) is 6.451 / 6.455 eV. Its lowest unoccupied orbital energy (spin up / spin down) is 2.36 / 2.36 eV.

```
47
Properties=species:S:1:pos:R:3:forces:R:3
Ti -0.675634 0.321074 -0.965210 -0.3 0.2 -0.4
S -3.010854 -4.167582 -0.713056 -0.1 0.0 0.0
S -5.863191 -5.009216 -0.497514 0.1 0.1 0.0
S -3.123632 0.123916 -1.208865 0.2 0.1 0.1
S -5.048100 -2.160992 -0.838658 0.0 -0.1 0.0
S 0.151779 0.691690 -3.218920 -0.1 0.1 0.0
S -0.740493 -2.240398 -1.078828 0.1 0.1 0.0
S -0.908386 2.717623 -0.658697 0.1 -0.1 -0.1
N -0.476374 0.458728 1.364780 0.1 0.1 -0.1
N 1.589097 0.102156 -0.670812 -0.2 0.0 0.0
C 3.560112 -2.311273 -2.749384 0.0 0.0 0.1
C -1.441793 4.235898 3.029817 0.0 0.0 0.0
C -0.899573 1.924043 3.310897 0.0 0.0 0.0
C -3.407313 -1.579469 -0.997953 0.1 -0.1 0.0
C -1.051794 2.844029 1.078858 0.0 0.0 0.0
C -4.699944 -3.838592 -0.670779 -0.1 -0.1 0.0
C -1.203841 3.154406 3.868292 0.0 0.0 0.0
C 1.471606 -0.438066 -3.051187 0.2 -0.3 0.1
C -1.375424 -0.596518 1.882301 0.0 0.0 0.0
C -2.445948 -2.528193 -0.942060 -0.1 0.1 0.1
C -1.362973 4.080801 1.659888 0.0 0.0 0.1
C -0.834076 1.757819 1.930950 -0.1 0.1 0.0
C 1.969223 -1.162418 -4.137429 -0.1 0.1 -0.1
C 0.936827 0.155822 1.707504 0.1 0.0 0.2
C 3.091466 -1.601458 -1.653062 -0.1 0.0 -0.1
C 2.992399 -2.081977 -3.992846 0.0 0.0 0.0
C 2.317443 1.388845 -0.667445 0.0 0.1 0.0
C 1.704770 -0.578604 0.624504 0.2 0.0 0.1
C 2.061023 -0.683144 -1.802979 0.1 -0.1 0.1
H -1.688086 5.205876 3.445098 0.0 0.0 0.0
H -1.077931 -1.550959 1.452759 0.0 0.0 0.0
H 2.753756 -0.613429 0.952171 0.0 -0.1 0.0
H -1.541239 4.924409 1.005257 0.0 0.0 0.0
H 1.920870 2.047654 0.101004 0.0 0.0 0.0
H 1.433005 1.097722 1.933244 0.0 0.0 0.0
H -1.257772 3.267239 4.943560 0.0 0.0 0.0
H -2.391192 -0.373529 1.562681 0.0 0.0 0.0
H -1.324691 -0.642242 2.973426 0.0 -0.1 0.0
H 1.347687 -1.600598 0.506125 -0.1 0.0 0.0
H -0.705906 1.081458 3.963692 0.0 0.0 0.0
H 2.160849 1.873158 -1.628284 0.0 0.0 0.0
H 0.977599 -0.447747 2.622037 0.0 0.0 0.0
H 4.350586 -3.040485 -2.626805 0.0 0.0 0.0
H 3.523732 -1.777399 -0.677472 0.0 0.0 0.0
H 3.338545 -2.633401 -4.858720 0.0 0.0 0.0
H 1.517513 -1.004477 -5.108783 0.0 0.0 0.0
H 3.386286 1.207778 -0.503095 0.0 0.0 0.0
```
Forces are in eV/Å.

---

# C3H7N2O2

A structure of composition C3H7N2O2 (wB97M-V/def2-TZVPD, OMol25).

The max |F| is 3.85 eV/A. Its charge is +1. The relative energy (zero: lowest compared OMol25 entry of this formula, charge and spin) comes out at 6.4536 eV. Its orbital gap (spin up / spin down) is 7.567 / 7.712 eV. Its lowest unoccupied orbital energy (spin up / spin down) is -7.11 / -6.74 eV.

```
14
Properties=species:S:1:pos:R:3:forces:R:3
O 2.218856 -1.519198 -0.084807 -2.6 2.6 -0.8
O 0.171048 1.741909 1.061047 0.4 0.4 0.1
N 0.599631 0.296045 -0.834407 0.2 0.3 -2.8
N -1.372151 0.145067 0.316030 -2.1 -2.0 0.1
C -1.062595 -1.153793 -0.059302 0.1 2.1 0.3
C 0.034472 -0.965412 -0.859177 1.6 -1.2 -0.6
C -0.396447 1.132610 -0.015949 1.5 -0.8 1.0
H 0.777020 0.643058 -1.924314 -0.4 -0.8 3.7
H 2.290767 -1.888349 0.820749 -0.2 0.5 -0.5
H 1.703646 -0.276196 -0.279405 1.4 -2.5 0.9
H -1.702085 -2.030957 0.064926 0.4 0.4 0.4
H -2.332468 0.413473 0.558783 0.5 0.0 -0.1
H -0.722494 1.834730 -0.716957 -0.9 1.3 -1.0
H -0.207201 1.627013 1.952784 -0.1 -0.4 -0.7
```
Forces are in eV/Å.

---

# C12H13BrHoO2

A structure of composition C12H13BrHoO2 (wB97M-V/def2-TZVPD, OMol25).

The max |F| is 6.24 eV/A. Its charge is -1. The relative energy (zero: lowest compared OMol25 entry of this formula, charge and spin) comes out at 0.7025 eV. As for the spin multiplicity: 5. Its orbital gap (spin up / spin down) is 4.086 / 4.118 eV. Its lowest unoccupied orbital energy (spin up / spin down) is 1.79 / 1.82 eV.

```
29
Properties=species:S:1:pos:R:3:forces:R:3
Ho -0.238630 -0.423778 0.446538 -0.6 -0.8 0.8
Br -1.959221 1.463107 0.116026 -0.2 -0.1 0.5
O -1.083650 -2.964064 2.862581 -0.8 -2.8 0.6
O -1.323113 -0.677820 2.600076 0.1 -2.0 1.8
C 1.338399 -1.576199 2.075546 2.3 -0.4 0.3
C -1.769328 1.908200 -3.462233 0.1 0.7 0.3
C 2.177350 -1.571185 0.882832 -0.6 0.5 1.2
C -0.723554 -4.174483 1.930950 0.8 2.3 1.0
C -0.762368 -1.782902 2.423138 -2.4 1.0 -5.7
C -0.855489 3.696222 -2.326892 -0.4 -0.5 -0.7
C 2.354894 -0.216076 0.532080 0.2 1.1 -0.1
C -0.423183 2.072022 -3.909095 -0.2 0.1 0.5
C 0.142330 3.176465 -3.206894 -0.7 -0.2 0.3
C 1.677208 0.626848 1.481045 1.1 -0.1 0.0
C -2.049118 2.928272 -2.502564 1.1 0.1 -1.0
C 1.136021 -0.231338 2.464854 1.3 1.1 0.9
H -2.998493 3.102000 -2.011692 0.1 -0.1 0.0
H -0.237489 -3.781621 0.998996 -0.4 -0.1 0.9
H 3.035407 0.178683 -0.216910 -0.4 -0.2 -0.2
H -0.746954 4.542568 -1.645923 0.0 -0.2 -0.2
H 2.768608 -2.428760 0.553364 -0.6 0.3 -0.3
H -2.482988 1.152030 -3.801067 0.3 0.2 0.0
H 0.680296 0.132897 3.396497 0.1 -0.4 -0.8
H 0.069145 1.478158 -4.679739 -0.1 0.1 0.2
H -1.666881 -4.653846 1.670400 0.2 0.1 0.4
H 1.145101 3.582156 -3.338898 -0.2 -0.1 0.0
H 1.568291 1.720333 1.482469 0.4 -0.6 -0.1
H 1.225022 -2.479489 2.686990 0.4 0.6 -0.2
H 0.002386 -4.798400 2.497525 -0.8 0.3 -0.3
```
Forces are in eV/Å.